Entry 1:
The following is a DFT calculation (ωB97M-V with the def2-TZVPD basis set) of a structure of composition C7H7N4PtSSbSe4.

Cartesian coordinates (Å):
Pt 1.03 -0.22 0.42
N 4.33 2.63 0.01
C 3.14 1.90 0.05
S 3.30 0.18 0.40
N 2.04 2.55 -0.14
N 0.94 1.73 -0.03
C -0.29 2.24 -0.12
C -1.35 1.33 -0.02
C -2.72 1.69 -0.09
C -3.68 0.71 -0.08
C -3.30 -0.64 0.00
C -1.96 -0.94 0.13
N -1.00 0.00 0.15
H 5.13 2.07 -0.25
H 4.25 3.48 -0.51
H -0.42 3.31 -0.26
H -2.98 2.74 -0.15
H -4.73 0.98 -0.13
H -4.02 -1.45 -0.03
H -1.65 -1.97 0.21
Se 2.60 -4.70 -1.62
Sb 0.75 -4.62 -0.05
Se 1.20 -2.38 1.34
Se 0.87 -6.23 1.78
Se -1.48 -4.37 -1.02

Output
Lowest unoccupied orbital energy (alpha / beta), eV: 4.4413 / 3.4388
HOMO (alpha / beta), eV: -0.882 / -1.337
HOMO-LUMO gap (alpha / beta), eV: 5.3234 / 4.7758
Multiplicity: 3
Expectation value of S²: 2.03
Net charge: -2


Entry 2:
The following is a DFT calculation (ωB97M-V with the def2-TZVPD basis set) of the molecule C2H5N3 at a distorted geometry.

Cartesian coordinates (Å):
H 1.29 -1.42 0.00
N 2.00 -0.65 0.12
C 1.36 0.43 0.03
N -0.03 0.63 -0.19
N -0.91 -0.42 -0.23
C -2.16 -0.16 0.13
H 1.83 1.42 0.10
H -0.28 1.61 0.25
H -2.86 -1.01 0.21
H -2.56 0.85 0.52

Output
Lowest unoccupied orbital energy, eV: 0.7686
ΔE to the lowest compared entry with this formula, charge and spin, kcal per mole: 39.38
HOMO, eV: -9.134
HOMO-LUMO gap, eV: 9.9022
Multiplicity: 1
Net charge: 0
Structure (SMILES): [H]/N=C\NN=C


Which of these has the highest net charge?
C2H5N3


Copy entry 1 word for word.
The following is a DFT calculation (ωB97M-V with the def2-TZVPD basis set) of a structure of composition C7H7N4PtSSbSe4.

Cartesian coordinates (Å):
Pt 1.03 -0.22 0.42
N 4.33 2.63 0.01
C 3.14 1.90 0.05
S 3.30 0.18 0.40
N 2.04 2.55 -0.14
N 0.94 1.73 -0.03
C -0.29 2.24 -0.12
C -1.35 1.33 -0.02
C -2.72 1.69 -0.09
C -3.68 0.71 -0.08
C -3.30 -0.64 0.00
C -1.96 -0.94 0.13
N -1.00 0.00 0.15
H 5.13 2.07 -0.25
H 4.25 3.48 -0.51
H -0.42 3.31 -0.26
H -2.98 2.74 -0.15
H -4.73 0.98 -0.13
H -4.02 -1.45 -0.03
H -1.65 -1.97 0.21
Se 2.60 -4.70 -1.62
Sb 0.75 -4.62 -0.05
Se 1.20 -2.38 1.34
Se 0.87 -6.23 1.78
Se -1.48 -4.37 -1.02

Output
Lowest unoccupied orbital energy (alpha / beta), eV: 4.4413 / 3.4388
HOMO (alpha / beta), eV: -0.882 / -1.337
HOMO-LUMO gap (alpha / beta), eV: 5.3234 / 4.7758
Multiplicity: 3
Expectation value of S²: 2.03
Net charge: -2


What is the multiplicity in the second record?
1